A molecular structure, C34H40N4O3P2Pt in a non-equilibrium geometry. Source: the Open Molecules 2025 dataset; level of theory: ωB97M-V with the def2-TZVPD basis set.

The geometry in XYZ format:
```
84
C34H40N4O3P2Pt, DFT ωB97M-V with the def2-TZVPD basis set
Pt 0.1311 0.8274 -1.6001
C -1.3889 1.2321 -3.3040
C -1.1546 -0.1085 -3.5933
C -0.0572 -0.5495 -4.5340
C 1.2118 0.2610 -4.4120
C 1.5032 0.8143 -3.0360
C 1.2011 2.2183 -2.6147
C 0.3107 3.0414 -3.4510
C -0.9093 2.4311 -4.1413
C 0.6959 1.1874 0.4836
H -2.2534 1.5037 -2.7144
H -1.9345 -0.8882 -3.4460
H -0.3742 -0.5560 -5.6065
H 0.2005 -1.6028 -4.3111
H 2.0839 -0.4003 -4.6170
H 1.3046 1.0514 -5.1837
H 2.4700 0.3585 -2.7150
H 2.0085 2.7461 -2.0952
H 1.0342 3.4480 -4.1465
H -0.0832 3.8598 -2.8409
H -1.7102 3.1997 -4.1694
H -0.6866 2.2882 -5.2164
H 0.1466 2.1026 0.7329
H 1.7320 1.4038 0.7373
H 0.3687 0.3569 1.1531
P 2.0299 -0.9442 -0.6732
P -1.4007 -0.5587 -0.5336
N 3.9601 0.0802 -1.0621
N 2.6455 -2.0277 0.4687
N -2.8521 0.7202 -0.7792
N -2.3291 -1.2905 0.7407
C 0.9692 -2.2170 -1.4433
C -0.6011 -2.1320 -1.2487
C 3.9567 1.4313 -0.7621
C 5.0589 2.0428 -1.3454
C 5.8183 1.0160 -1.9677
C 5.1308 -0.1939 -1.7483
C 3.0223 -1.6867 1.7809
C 4.1458 -2.4265 2.0858
C 4.5058 -3.2087 0.9269
C 3.5926 -2.9481 -0.0579
C -2.6826 2.0967 -0.4488
C -3.6443 2.8260 -1.1460
C -4.5236 1.9109 -1.8171
C -4.0151 0.6277 -1.5694
C -3.7291 -1.3516 0.8985
C -4.0326 -2.4607 1.6638
C -2.8015 -3.0980 2.0484
C -1.7800 -2.3565 1.4957
H 1.2980 -3.1680 -1.0206
H 1.2965 -2.1619 -2.5085
H -1.0893 -2.2477 -2.2119
H -0.9102 -2.9002 -0.5244
H 3.2154 1.9422 -0.1600
H 5.2455 3.0975 -1.2835
H 6.7481 1.1456 -2.4952
H 5.4226 -1.2030 -2.0399
H 2.3529 -1.0488 2.3535
H 4.6598 -2.4153 3.0298
H 5.3283 -3.9061 0.8346
H 3.4381 -3.3593 -1.0511
H -1.9834 2.4349 0.3137
H -3.7307 3.9035 -1.1328
H -5.4126 2.1545 -2.4055
H -4.4208 -0.3568 -1.7893
H -4.3605 -0.5527 0.5394
H -5.0334 -2.7705 1.9171
H -2.6652 -3.9889 2.6595
H -0.7152 -2.4405 1.5697
O -2.4704 2.1624 4.5648
C -2.1048 1.2087 5.4277
C -2.4355 1.3203 6.7964
C -2.1358 0.2610 7.6399
C -1.4161 -0.8533 7.1789
C -1.0018 -0.9165 5.8484
C -1.3695 0.0743 4.9464
C -1.0275 -0.1279 3.5022
O -0.1942 -1.0181 3.1813
O -1.6206 0.6896 2.7026
H -2.2113 1.7595 3.6285
H -2.9247 2.2589 7.0869
H -2.5016 0.3333 8.6684
H -1.1914 -1.6580 7.8799
H -0.3732 -1.7301 5.4878
```

Results
Molecular weight: 809.75 g mol⁻¹
Electronic energy: -69808.0603 eV
Charge: +2
E_HOMO (alpha / beta): -12.20 / -12.86 eV
2S+1: 5

Charge distribution, Mulliken scheme, values in e: atom 1 (Pt): 0.68, atom 2 (C): 0.05, atom 3 (C): -0.30, atom 4 (C): -1.09, atom 5 (C): -1.65, atom 6 (C): 0.63, atom 7 (C): -0.31, atom 8 (C): -1.12, atom 9 (C): -0.98, atom 10 (C): -1.42, atom 11 (H): 0.05, atom 12 (H): 0.94, atom 13 (H): 0.38, atom 14 (H): 0.39, atom 15 (H): 0.48, atom 16 (H): 0.44, atom 17 (H): 0.81, atom 18 (H): 0.51, atom 19 (H): 0.50, atom 20 (H): 0.35, atom 21 (H): 0.41, atom 22 (H): 0.29, atom 23 (H): 0.66, atom 24 (H): 0.29, atom 25 (H): -0.08, atom 26 (P): 0.70, atom 27 (P): -0.08, atom 28 (N): -0.02, atom 29 (N): 0.56, atom 30 (N): 0.84, atom 31 (N): 1.01, atom 32 (C): -0.87, atom 33 (C): -1.57, atom 34 (C): -0.29, atom 35 (C): -0.51, atom 36 (C): -0.72, atom 37 (C): -0.36, atom 38 (C): -0.44, atom 39 (C): -0.67, atom 40 (C): -0.80, atom 41 (C): -0.45, atom 42 (C): -0.45, atom 43 (C): -0.65, atom 44 (C): -0.96, atom 45 (C): -0.73, atom 46 (C): -0.61, atom 47 (C): -0.98, atom 48 (C): -0.99, atom 49 (C): -0.81, atom 50 (H): 0.74, atom 51 (H): 0.23, atom 52 (H): 0.66, atom 53 (H): 1.09, atom 54 (H): 0.38, atom 55 (H): 0.52, atom 56 (H): 0.48, atom 57 (H): 0.51, atom 58 (H): 0.44, atom 59 (H): 0.50, atom 60 (H): 0.50, atom 61 (H): 0.49, atom 62 (H): 0.15, atom 63 (H): 0.53, atom 64 (H): 0.46, atom 65 (H): 0.60, atom 66 (H): 0.56, atom 67 (H): 0.48, atom 68 (H): 0.49, atom 69 (H): 0.81, atom 70 (O): -0.54, atom 71 (C): 0.69, atom 72 (C): -0.60, atom 73 (C): -0.38, atom 74 (C): -0.59, atom 75 (C): -0.46, atom 76 (C): 0.20, atom 77 (C): 1.10, atom 78 (O): -0.62, atom 79 (O): -0.75, atom 80 (H): 0.44, atom 81 (H): 0.47, atom 82 (H): 0.41, atom 83 (H): 0.44, atom 84 (H): 0.50